No. 1
# C35H48AsBBrCl3N6O2PS2Si3Ti

A molecular structure, C35H48AsBBrCl3N6O2PS2Si3Ti (the ωB97M-V functional and the def2-TZVPD basis, the OMol25 dataset).

Highest occupied orbital energy (spin up / spin down) (eV): -5.0 / -5.3
LUMO energy (spin up / spin down) (eV): 1.9471 / 1.2289
Gap between HOMO and LUMO (spin up / spin down) (eV): 6.965 / 6.537
Net charge: -1
Spin multiplicity: 3

Each line ends with the Löwdin spin population.
Atoms and positions in Å:
Ti  0.186  0.056  -0.347  0.93
B  3.691  0.390  -0.362  0.00
N  2.889  1.064  0.789  0.00
C  3.367  1.569  1.924  0.01
C  2.350  2.257  2.571  0.00
C  1.252  2.096  1.739  0.01
N  1.582  1.372  0.661  0.00
N  3.069  -0.978  -0.749  0.00
C  3.726  -2.121  -0.926  0.00
C  2.882  -3.038  -1.536  0.00
C  1.685  -2.357  -1.688  0.00
N  1.803  -1.105  -1.216  0.00
H  4.820  0.208  0.011  0.00
H  3.616  1.119  -1.320  0.00
H  4.395  1.402  2.194  0.00
H  2.399  2.782  3.508  0.00
H  0.250  2.471  1.869  0.00
H  4.747  -2.206  -0.599  0.00
H  3.094  -4.055  -1.817  0.00
H  0.770  -2.704  -2.145  0.00
Br  -2.025  -2.915  2.850  0.00
C  -2.179  -1.045  3.065  0.00
C  -2.463  -0.529  4.324  0.00
C  -2.632  0.839  4.431  0.00
C  -2.515  1.629  3.296  0.00
C  -2.179  1.003  2.108  0.00
N  -2.007  -0.310  1.992  0.00
C  -1.970  1.840  0.865  0.00
O  -2.435  2.959  0.814  0.00
O  -1.206  1.320  -0.057  0.00
H  -2.543  -1.186  5.178  0.00
H  -2.852  1.286  5.393  0.00
H  -2.657  2.699  3.311  0.00
S  3.968  -2.140  2.678  0.00
P  2.043  -2.503  2.821  0.00
S  0.654  -1.394  1.876  0.00
C  1.551  -2.438  4.585  0.00
C  2.108  -3.368  5.462  0.00
C  1.820  -3.317  6.815  0.00
C  0.979  -2.326  7.311  0.00
C  0.433  -1.392  6.446  0.00
C  0.716  -1.448  5.086  0.00
C  1.651  -4.226  2.361  0.00
C  2.472  -4.913  1.477  0.00
C  2.141  -6.199  1.071  0.00
C  0.995  -6.810  1.557  0.00
C  0.175  -6.130  2.449  0.00
C  0.499  -4.842  2.845  0.00
H  2.776  -4.129  5.075  0.00
H  2.256  -4.046  7.487  0.00
H  0.756  -2.284  8.370  0.00
H  -0.217  -0.613  6.828  0.00
H  0.288  -0.727  4.400  0.00
H  3.372  -4.430  1.118  0.00
H  2.779  -6.723  0.370  0.00
H  0.738  -7.813  1.241  0.00
H  -0.725  -6.600  2.828  0.00
H  -0.155  -4.303  3.521  0.00
C  0.535  -0.969  -5.176  0.00
Si  1.506  0.472  -4.509  0.00
C  1.753  1.755  -5.852  0.00
C  3.209  -0.113  -4.018  0.00
As  0.377  1.346  -2.611  0.01
Si  -1.816  1.697  -3.467  0.00
C  -1.809  2.101  -5.299  0.00
C  -2.787  0.124  -3.231  0.00
C  -2.697  3.101  -2.607  0.00
Si  1.069  3.604  -2.429  0.00
C  2.930  3.723  -2.359  0.00
C  0.341  4.388  -0.899  0.00
C  0.547  4.618  -3.922  0.00
H  1.200  -1.579  -5.793  0.00
H  -0.313  -0.669  -5.793  0.00
H  0.147  -1.619  -4.386  0.00
H  2.154  1.240  -6.730  0.00
H  2.476  2.514  -5.547  0.00
H  0.832  2.257  -6.149  0.00
H  3.846  -0.143  -4.907  0.00
H  3.173  -1.114  -3.585  0.00
H  3.676  0.544  -3.283  0.00
H  -1.402  1.288  -5.901  0.00
H  -1.242  3.006  -5.523  0.00
H  -2.844  2.265  -5.613  0.00
H  -2.247  -0.760  -3.580  0.00
H  -3.727  0.189  -3.788  0.00
H  -3.027  -0.032  -2.178  0.00
H  -2.324  4.079  -2.914  0.00
H  -2.623  3.043  -1.521  0.00
H  -3.757  3.046  -2.876  0.00
H  3.338  3.190  -1.501  0.00
H  3.207  4.779  -2.279  0.00
H  3.400  3.314  -3.257  0.00
H  1.031  4.286  -0.059  0.00
H  -0.612  3.948  -0.599  0.00
H  0.177  5.452  -1.088  0.00
H  0.921  4.194  -4.854  0.00
H  0.974  5.618  -3.810  0.00
H  -0.534  4.723  -4.011  0.00
Cl  -3.859  -3.639  -1.804  0.06
C  -2.180  -3.637  -1.459  0.39
Cl  -1.120  -3.575  -3.779  0.29
Cl  -1.486  -5.032  -0.749  0.07
C  -1.602  -2.412  -1.126  0.10
N  -1.061  -1.398  -1.019  0.11

No. 2
# C35H48B3BrF24O19

9 unconnected molecules or ions with the total composition C35H48B3BrF24O19 (the ωB97M-V functional and the def2-TZVPD basis, the OMol25 dataset).

Highest occupied orbital energy (eV): -10.0
Structure (SMILES): CCOC(=O)C(F)(F)F.CCOC(=O)C(F)(F)F.CCOC(=O)C(F)(F)F.CCOC(=O)C(F)(F)F.CCOC(=O)C(F)(F)F.CCOC(=O)C(F)(F)F.CCOC(=O)C(F)(F)F.CCOC(=O)C(F)(F)F.BrCCCB1OBOBO1
LUMO energy (eV): 0.0168
Gap between HOMO and LUMO (eV): 9.972

Each line ends with the Mulliken charge.
Atoms and positions in Å:
Br  7.222  1.581  3.508  -0.22
C  5.545  1.894  2.583  -0.56
C  4.731  0.607  2.413  -0.49
C  3.551  0.513  3.407  -0.79
B  2.238  1.161  2.879  0.47
O  0.987  0.577  3.070  -0.37
B  0.108  1.421  3.716  0.73
O  0.098  2.755  3.328  -0.64
B  1.277  3.270  2.821  0.72
O  2.219  2.421  2.276  -0.52
H  5.016  2.616  3.200  0.28
H  5.790  2.357  1.633  0.41
H  5.388  -0.247  2.565  0.51
H  4.381  0.569  1.378  0.15
H  3.345  -0.524  3.673  0.28
H  3.834  1.034  4.330  0.43
H  -0.569  1.059  4.619  -0.16
H  1.485  4.438  2.904  -0.14
C  -1.295  5.002  0.669  -0.97
C  -0.639  5.226  -0.673  -0.01
O  -1.341  6.222  -1.455  -0.33
C  -1.077  7.487  -1.172  0.32
O  -0.323  7.914  -0.349  -0.52
C  -1.864  8.395  -2.150  0.89
F  -3.131  7.991  -2.288  -0.25
F  -1.277  8.329  -3.357  -0.23
F  -1.862  9.655  -1.737  -0.24
H  -2.348  4.746  0.545  0.33
H  -0.800  4.183  1.186  0.07
H  -1.240  5.892  1.295  0.40
H  -0.688  4.325  -1.276  0.18
H  0.407  5.516  -0.573  0.35
C  -1.525  0.014  -5.195  -1.16
C  -0.660  -0.779  -4.243  -0.14
O  -0.129  0.067  -3.190  -0.32
C  -0.936  0.306  -2.174  0.12
O  -2.048  -0.098  -2.000  -0.54
C  -0.215  1.207  -1.142  1.15
F  0.422  2.222  -1.742  -0.27
F  0.687  0.496  -0.456  -0.30
F  -1.090  1.721  -0.279  -0.25
H  -0.967  0.854  -5.608  0.23
H  -1.845  -0.627  -6.016  0.41
H  -2.410  0.400  -4.690  0.34
H  0.220  -1.177  -4.744  0.42
H  -1.207  -1.604  -3.793  0.29
C  -0.085  6.244  -5.253  -0.71
C  -0.402  4.934  -5.937  -0.19
O  -0.406  5.071  -7.379  -0.34
C  0.773  5.071  -7.968  0.36
O  1.850  4.957  -7.459  -0.50
C  0.589  5.208  -9.502  0.88
F  -0.298  6.155  -9.812  -0.25
F  0.152  4.041  -10.007  -0.25
F  1.749  5.504  -10.083  -0.24
H  -0.772  7.023  -5.579  0.34
H  -0.178  6.123  -4.174  -0.06
H  0.932  6.562  -5.481  0.34
H  -1.407  4.593  -5.699  0.35
H  0.304  4.151  -5.658  0.30
C  -4.989  -2.715  6.933  -1.01
C  -3.598  -2.491  6.387  -0.32
O  -3.180  -1.117  6.565  -0.30
C  -2.710  -0.804  7.762  0.33
O  -2.580  -1.524  8.708  -0.52
C  -2.278  0.682  7.778  0.90
F  -3.196  1.466  7.204  -0.25
F  -1.128  0.819  7.099  -0.24
F  -2.085  1.097  9.025  -0.25
H  -5.690  -2.015  6.480  0.28
H  -5.313  -3.733  6.715  0.36
H  -5.011  -2.572  8.012  0.35
H  -3.563  -2.648  5.311  0.31
H  -2.866  -3.148  6.856  0.33
C  3.001  2.092  -8.673  -0.75
C  3.590  0.927  -9.430  -0.44
O  4.420  0.103  -8.579  -0.31
C  3.790  -0.778  -7.823  0.37
O  2.610  -0.966  -7.745  -0.53
C  4.826  -1.624  -7.041  0.90
F  5.777  -0.858  -6.499  -0.25
F  5.412  -2.495  -7.875  -0.25
F  4.230  -2.308  -6.070  -0.24
H  3.781  2.680  -8.191  0.33
H  2.466  2.736  -9.369  0.17
H  2.304  1.754  -7.906  0.29
H  4.266  1.267  -10.212  0.34
H  2.819  0.305  -9.884  0.33
C  -3.092  -5.294  0.285  -1.08
C  -4.108  -5.055  -0.809  -0.24
O  -3.462  -4.670  -2.045  -0.31
C  -2.972  -5.654  -2.781  0.33
O  -3.005  -6.827  -2.554  -0.52
C  -2.348  -5.066  -4.070  0.91
F  -1.597  -3.990  -3.793  -0.25
F  -3.321  -4.687  -4.911  -0.26
F  -1.588  -5.966  -4.679  -0.24
H  -2.466  -4.412  0.422  0.29
H  -3.607  -5.506  1.222  0.37
H  -2.451  -6.141  0.045  0.32
H  -4.758  -4.217  -0.572  0.32
H  -4.723  -5.936  -0.990  0.33
C  11.387  -4.467  4.812  -1.10
C  9.964  -4.071  5.134  -0.22
O  9.899  -2.719  5.644  -0.31
C  9.916  -1.755  4.737  0.32
O  9.973  -1.874  3.548  -0.50
C  9.804  -0.380  5.438  0.91
F  10.618  -0.305  6.496  -0.26
F  8.547  -0.192  5.861  -0.25
F  10.119  0.597  4.594  -0.23
H  12.024  -4.343  5.688  0.30
H  11.416  -5.512  4.505  0.37
H  11.788  -3.858  4.003  0.32
H  9.552  -4.683  5.934  0.31
H  9.315  -4.153  4.263  0.32
C  -11.184  -6.468  4.784  -1.10
C  -9.806  -6.147  4.252  -0.22
O  -9.475  -4.753  4.463  -0.31
C  -9.036  -4.437  5.670  0.28
O  -8.867  -5.167  6.602  -0.50
C  -8.700  -2.926  5.724  0.99
F  -9.654  -2.188  5.154  -0.26
F  -7.547  -2.704  5.069  -0.25
F  -8.547  -2.530  6.982  -0.24
H  -11.929  -5.812  4.334  0.30
H  -11.437  -7.500  4.543  0.37
H  -11.223  -6.347  5.865  0.32
H  -9.755  -6.276  3.173  0.31
H  -9.039  -6.767  4.714  0.32